ORCA calculation (the ωB97M-V functional and the def2-TZVPD basis) on a structure of composition C54H60CeGe2INO5S4 in a non-equilibrium geometry.

XYZ file:
```
128
Properties=species:S:1:pos:R:3:forces:R:3:lowdin_charge:R:1
Ce -0.882 -1.287 -2.613 0.33 -1.09 0.18 -0.1273
O -3.122 -0.167 -6.137 0.06 -0.14 0.19 0.0583
C -2.714 -0.844 -5.205 -0.37 -0.45 -1.34 -0.5942
O -2.526 -0.468 -4.002 -0.14 0.31 0.38 -0.2495
C -2.497 -2.344 -5.439 -0.22 0.16 -0.04 -0.1622
C -2.897 -2.927 -6.636 0.06 0.12 0.06 0.0123
C -2.840 -4.302 -6.755 0.06 0.10 0.19 -0.0540
C -2.394 -5.037 -5.667 -0.03 0.04 0.02 -0.0449
C -1.983 -4.365 -4.526 0.18 -0.28 0.12 -0.1148
N -2.025 -3.043 -4.406 -0.25 0.33 -0.48 0.0558
H -3.259 -2.283 -7.422 0.00 0.04 -0.02 0.1171
H -3.150 -4.797 -7.664 -0.04 -0.02 -0.07 0.1034
H -2.374 -6.116 -5.700 0.08 -0.05 0.05 0.1010
H -1.603 -4.903 -3.667 -0.03 0.00 -0.03 0.1107
C 3.633 5.103 -1.831 0.04 -0.04 0.04 -0.0540
C 3.688 3.763 -1.157 0.06 0.02 0.08 -0.2905
C 3.926 2.604 -1.882 -0.05 -0.01 0.08 -0.0050
C 4.054 1.375 -1.254 0.07 0.01 0.07 -0.2298
C 4.326 0.130 -2.042 -0.12 -0.05 0.00 -0.0296
C 3.940 1.308 0.135 0.03 0.27 -0.11 -0.1619
C 3.673 2.458 0.879 -0.04 -0.01 -0.06 -0.2002
C 3.522 2.413 2.372 -0.01 0.00 0.03 -0.0132
C 3.545 3.672 0.219 0.01 -0.11 -0.16 -0.0166
C 4.226 0.043 0.848 0.22 0.01 0.09 -0.2329
C 5.513 -0.107 1.361 -0.03 0.00 -0.05 -0.0319
C 5.851 -1.212 2.115 0.11 0.01 0.04 -0.0642
C 4.889 -2.167 2.383 -0.02 -0.04 0.01 -0.0332
C 3.605 -2.040 1.871 0.20 -0.05 0.12 -0.2339
C 3.274 -0.940 1.078 -0.86 0.16 -0.54 -0.1709
Ge 1.404 -0.905 0.280 -0.15 0.43 0.57 0.1547
S 0.982 -2.654 -0.882 0.06 -0.03 0.25 0.2947
S -0.085 -0.391 1.937 0.10 0.19 -0.74 0.3708
Ge -1.241 0.727 0.316 0.65 0.39 0.80 0.1300
S -2.725 -0.514 -0.595 -0.18 0.00 0.11 0.3118
S 0.609 0.839 -1.072 -0.05 -0.15 0.73 0.3012
C -2.031 2.448 1.013 0.36 -0.82 -0.34 -0.1734
C -2.405 3.408 0.076 -0.07 0.19 -0.01 -0.2319
C -3.045 4.572 0.484 0.03 -0.01 0.00 -0.0286
C -3.333 4.773 1.821 -0.03 0.12 0.02 -0.0644
C -2.984 3.809 2.747 0.00 0.01 0.07 -0.0368
C -2.333 2.641 2.357 -0.06 0.24 0.07 -0.2224
C -2.012 1.658 3.417 -0.02 -0.19 0.33 -0.1971
C -2.859 0.576 3.652 0.01 0.16 0.05 -0.2314
C -4.086 0.374 2.818 0.04 -0.05 -0.11 -0.0287
C -2.556 -0.309 4.676 0.11 -0.04 0.09 -0.0144
C -1.446 -0.130 5.486 -0.04 -0.03 0.01 -0.2851
C -1.138 -1.084 6.604 -0.04 0.07 0.00 -0.0521
C -0.631 0.970 5.258 -0.06 0.01 -0.04 -0.0326
C -0.898 1.863 4.234 -0.03 0.06 0.04 -0.2436
C -0.001 3.039 3.991 0.02 -0.03 0.03 -0.0302
C -2.166 3.186 -1.367 0.11 0.06 -0.35 -0.1724
C -0.947 3.513 -1.958 -0.11 0.05 0.13 -0.2554
C 0.154 4.171 -1.177 0.03 -0.02 -0.04 -0.0475
C -0.765 3.277 -3.315 -0.16 -0.05 0.00 -0.0149
C -1.785 2.769 -4.105 0.03 0.21 0.09 -0.2571
C -1.623 2.629 -5.586 -0.04 -0.04 -0.02 -0.0468
C -3.005 2.478 -3.503 0.09 0.14 0.11 -0.0033
C -3.211 2.677 -2.149 -0.06 -0.01 -0.12 -0.2188
C -4.545 2.380 -1.529 0.01 0.01 0.02 -0.0428
C 2.590 -3.058 2.216 -0.17 -0.21 0.17 -0.1774
C 1.697 -2.832 3.261 0.13 -0.04 -0.03 -0.2417
C 1.856 -1.676 4.204 -0.05 0.03 0.00 -0.0565
C 0.659 -3.732 3.468 -0.03 -0.08 -0.13 -0.0086
C 0.527 -4.870 2.693 0.02 0.01 0.13 -0.2638
C -0.639 -5.800 2.861 0.07 0.04 -0.02 -0.0512
C 1.505 -5.141 1.743 0.07 0.10 0.04 -0.0244
C 2.533 -4.251 1.490 -0.07 -0.16 0.06 -0.2643
C 3.564 -4.544 0.444 -0.03 0.04 0.00 -0.0524
H 3.473 4.996 -2.900 -0.05 0.04 -0.10 0.0761
H 4.576 5.631 -1.677 0.02 0.08 -0.05 0.0789
H 2.836 5.713 -1.411 -0.07 0.09 -0.02 0.0669
H 4.011 2.649 -2.958 0.02 0.04 -0.17 0.1178
H 4.557 0.365 -3.077 0.00 -0.02 -0.09 0.0759
H 3.443 -0.514 -2.039 0.01 -0.10 -0.09 0.0543
H 5.148 -0.435 -1.600 0.03 -0.05 -0.05 0.0850
H 3.663 1.407 2.758 -0.03 0.03 0.11 0.0717
H 2.525 2.749 2.652 -0.09 0.01 0.07 0.0605
H 4.243 3.075 2.851 0.05 0.02 0.06 0.0862
H 3.333 4.565 0.792 -0.02 0.12 0.08 0.1220
H 6.238 0.672 1.167 0.08 0.06 -0.01 0.1228
H 6.851 -1.316 2.511 0.08 -0.01 0.03 0.0998
H 5.115 -3.021 3.007 0.04 -0.08 0.04 0.1209
H -3.319 5.310 -0.260 -0.01 0.02 -0.03 0.1229
H -3.833 5.678 2.142 -0.03 0.03 0.01 0.0998
H -3.216 3.948 3.795 -0.02 0.01 0.07 0.1209
H -4.618 1.314 2.669 -0.06 -0.01 -0.02 0.0865
H -4.750 -0.347 3.288 -0.11 -0.05 0.02 0.0772
H -3.810 -0.010 1.834 -0.12 -0.01 -0.08 0.0195
H -3.200 -1.162 4.838 -0.08 -0.09 0.04 0.1139
H -1.685 -2.016 6.479 -0.01 -0.08 0.04 0.0723
H -1.419 -0.648 7.565 -0.01 -0.04 0.05 0.0785
H -0.073 -1.306 6.643 0.07 -0.06 0.01 0.0645
H 0.239 1.122 5.884 0.13 0.03 0.04 0.1189
H 0.916 2.950 4.571 0.05 0.02 0.00 0.0751
H -0.499 3.971 4.266 0.03 0.06 -0.02 0.0839
H 0.249 3.104 2.932 0.08 0.05 -0.06 0.0750
H -0.077 4.221 -0.114 0.10 0.00 0.02 0.0790
H 0.302 5.187 -1.547 0.02 0.11 0.03 0.0853
H 1.088 3.628 -1.311 0.04 0.01 0.06 0.0362
H 0.194 3.509 -3.757 0.11 0.01 -0.11 0.1223
H -0.577 2.506 -5.855 0.10 -0.02 -0.05 0.0591
H -2.008 3.526 -6.077 0.03 0.07 -0.08 0.0818
H -2.190 1.778 -5.953 0.04 -0.02 -0.06 0.0506
H -3.807 2.086 -4.110 -0.09 -0.11 -0.08 0.1207
H -5.223 1.975 -2.277 -0.09 -0.04 -0.03 0.0789
H -4.986 3.281 -1.100 -0.08 0.03 -0.01 0.0774
H -4.443 1.651 -0.724 -0.02 -0.02 0.01 0.0390
H 2.656 -1.011 3.888 -0.02 0.10 0.07 0.0745
H 2.088 -2.051 5.202 0.07 0.00 0.06 0.0868
H 0.931 -1.107 4.262 -0.02 0.10 0.08 0.0140
H -0.070 -3.505 4.234 -0.12 -0.04 0.11 0.1151
H -1.285 -5.469 3.671 -0.08 -0.03 0.05 0.0700
H -0.303 -6.815 3.070 -0.02 -0.08 0.04 0.0754
H -1.224 -5.832 1.942 -0.10 -0.02 -0.04 0.0783
H 1.439 -6.046 1.156 -0.02 -0.14 -0.11 0.1156
H 3.322 -5.465 -0.080 0.02 -0.09 -0.08 0.0756
H 4.555 -4.638 0.890 0.08 -0.05 0.00 0.0787
H 3.601 -3.731 -0.277 0.04 0.02 -0.12 0.0567
O -2.116 -3.462 -1.647 -0.06 -0.11 0.04 -0.1738
H -2.999 -3.211 -2.000 0.07 0.01 0.04 0.0148
H -2.180 -3.350 -0.688 0.15 0.10 -0.11 0.0461
O -4.324 -2.170 -2.686 -0.23 -0.21 -0.15 -0.0839
H -3.870 -1.478 -3.208 -0.10 -0.04 0.26 0.0119
H -4.613 -1.722 -1.883 -0.01 0.18 0.00 0.0108
O 0.676 -3.612 -3.740 -0.07 -0.23 0.07 -0.1658
H 0.865 -4.001 -2.873 0.15 0.13 -0.13 -0.0236
H 1.499 -3.180 -4.011 -0.14 0.16 0.08 -0.0012
I 1.105 -0.337 -4.691 0.47 0.26 -0.54 0.3108
```
Forces are in eV/Å.

The calculation puts the largest force on an atom at 1.5 eV Å⁻¹. As for the total energy: -9044.696923 hartree. Its spin multiplicity is 2. Its total charge is -1.